7 unconnected molecules or ions with the total composition C28H71BClN18O9S3. Source: the Open Molecules 2025 dataset; level of theory: wB97M-V/def2-TZVPD.

XYZ file:
```
131
Properties=species:S:1:pos:R:3:forces:R:3
C 14.9373 -3.6483 -2.1865 0.098 -0.032 -0.058
N 15.6770 -2.6743 -2.7896 -0.097 0.043 0.045
H -8.5753 -1.8868 0.0521 0.011 -0.107 0.071
H -8.1314 1.8000 -0.4311 -0.165 0.027 -0.087
N -3.5065 4.9818 3.6382 0.096 -0.163 -0.068
H -5.2517 3.7668 -3.5626 0.479 0.195 0.081
H 11.8983 -1.0664 -1.2175 0.064 0.020 -0.059
H 10.0642 1.9082 1.7152 0.158 -0.100 -0.007
O 3.8679 2.6743 1.3314 -0.035 -0.196 0.098
H 1.2324 -5.2436 1.3798 -0.144 0.108 0.266
N 3.2519 1.5235 3.1930 -0.011 0.042 -0.128
H 2.4139 1.2476 2.7232 -0.143 -0.099 -0.026
H 6.4022 1.6302 0.0490 -0.019 0.045 0.031
N -11.1910 4.5638 -0.0174 0.036 -0.075 0.015
H -4.1534 -1.8328 2.2165 -0.017 0.253 0.220
C -9.6287 -0.0750 0.4721 0.532 0.194 0.190
C 2.1770 1.8395 -1.7590 -0.300 0.678 -0.532
H -9.0078 4.0502 2.2928 -0.020 0.022 0.045
H 12.3708 -1.0139 2.7812 0.000 0.024 0.022
H -4.2980 4.3134 1.3525 -0.114 -0.064 -0.153
H -5.3603 1.1594 -4.7243 -0.115 0.368 0.030
H 15.4451 -1.7231 -2.5744 0.004 0.027 0.029
H 4.1001 -7.6560 -1.9960 0.021 0.029 -0.014
C 1.0267 0.9878 -2.3654 1.078 0.416 0.665
N 3.6114 -7.4857 -1.1386 -0.055 -0.002 0.039
C -6.4673 0.7314 -0.5455 -1.513 1.587 -0.051
H 5.9015 3.2622 2.6384 0.265 -0.309 -0.066
H -3.1945 -0.4509 1.7718 0.286 0.158 -0.305
H -4.8187 -1.1486 -0.5057 -0.084 0.559 -0.168
C 3.3906 -6.2402 -0.6250 0.046 -0.048 -0.002
H 3.7438 -4.2785 -1.0160 0.020 0.033 0.034
H -5.8356 -1.5014 0.8640 -0.098 -0.038 -0.191
C -5.0333 -0.8547 0.5221 0.892 -0.280 0.976
H 1.1761 -2.3301 0.4996 -0.126 -0.171 -0.149
H -10.1888 -0.5514 1.2716 -0.161 -0.099 -0.033
H -2.7255 -3.1237 1.2102 0.096 -0.124 -0.043
Cl -2.9590 2.0080 -1.2526 0.235 0.432 0.155
H 0.4075 -5.2399 2.9133 -0.011 0.070 0.192
N 3.8880 -5.2054 -1.3678 -0.078 0.021 0.040
C -4.9946 0.3695 -2.7168 -0.108 0.308 0.242
H -4.1790 -0.2394 -2.3278 0.155 0.086 0.088
H -8.0989 0.0111 -1.7057 -0.013 0.146 -0.005
H 1.3220 0.7269 -3.3799 -0.183 -0.395 -0.052
C -8.3155 -0.8515 0.2661 -0.459 0.072 -0.397
H 0.1505 1.6223 -2.4649 -0.471 -0.294 0.298
C -0.1637 -3.6278 1.5767 -0.309 -0.378 0.925
H 3.4163 1.2145 4.1312 0.063 0.028 0.008
O -7.6389 2.3342 -2.9143 0.747 -0.065 0.015
C 4.1163 2.3227 2.4836 0.154 0.086 0.091
O -11.3972 4.7210 2.2351 0.082 -0.042 -0.036
H -7.5683 1.6492 -3.5876 -0.594 -0.273 -0.043
N -4.4103 2.2528 1.5994 1.276 1.019 0.018
C -1.6582 -1.8567 -0.1575 -0.730 0.028 0.113
N -5.6288 0.5239 0.6430 -0.302 -0.516 -0.637
O 11.6964 0.3462 0.8186 0.487 -0.425 -0.072
H -2.8209 3.5036 0.8775 -0.148 -0.464 -0.305
H 16.0286 -5.1639 -3.1327 0.027 0.033 -0.011
N 12.4201 -1.5079 1.9111 -0.051 0.116 0.110
C -2.9555 -2.3096 0.5302 0.389 0.225 0.699
N -0.6679 -1.2681 0.7619 0.498 -0.961 -1.466
C 1.7273 3.3099 -1.7744 -0.073 -0.535 -0.579
C 12.0640 -0.8262 0.7832 0.056 -0.060 -0.124
C -3.7817 -1.2688 1.3633 -0.503 -0.490 -0.799
H 12.7251 -2.4620 1.9084 0.034 -0.009 -0.085
H -6.3908 4.5228 -2.7301 0.039 0.137 -0.132
H 7.7514 0.9198 -0.7679 0.088 0.000 0.009
H -2.7705 5.6696 3.6413 0.051 0.184 0.221
N -5.6676 3.8136 -2.6351 -0.672 -0.399 0.121
N 9.4783 1.5915 0.9688 -0.947 0.429 0.070
C 0.0942 -0.2822 0.0726 -0.136 1.495 0.580
O 7.6653 2.5015 1.9900 0.349 0.024 -0.194
C 2.1365 -3.9261 2.7675 -0.644 -0.016 0.653
H 2.8706 -4.6723 3.0548 0.053 -0.100 -0.022
H -1.9391 3.8920 2.8763 0.308 -0.217 -0.080
H 5.4605 2.4023 4.0689 0.022 -0.090 -0.009
H 1.4141 3.5236 -2.8015 -0.001 0.182 -0.040
C 0.3642 -2.2511 1.2332 0.139 -0.196 0.283
H 4.3828 -5.3266 -2.2300 0.017 -0.041 -0.005
H -12.1510 4.8302 -0.1290 -0.033 0.012 0.016
N -4.5937 2.0247 -0.7566 0.806 -0.105 -0.107
H -10.6410 4.3754 -0.8329 0.034 0.048 -0.007
H -5.7782 -0.3413 -2.9767 -0.106 -0.034 0.027
C -10.7103 4.4846 1.2631 -0.142 0.075 -0.003
H -7.7683 -0.8311 1.2072 0.059 0.007 0.031
H -0.9751 -3.5319 2.3035 -0.002 0.273 0.066
H 2.5361 3.9958 -1.5501 -0.020 0.064 0.381
H -3.9533 1.9388 -3.8868 -0.437 0.350 0.189
H -3.1179 2.8827 3.6338 -0.221 0.048 0.107
N 12.1488 -1.5377 -0.3709 -0.363 0.064 0.234
C -4.8019 1.6541 0.5443 -0.330 -2.197 -0.692
H -2.9608 -0.0985 -4.0796 0.305 -0.098 -0.008
H 12.4506 -2.4963 -0.4202 0.235 0.176 -0.111
H -4.6737 1.8855 2.5011 -0.164 -0.295 0.015
N 5.2437 2.6870 3.1340 -0.661 0.353 0.079
C -4.5336 1.0274 -4.0304 1.004 -1.056 0.043
H 14.7598 -5.6664 -2.0752 -0.014 -0.024 0.020
H -8.8031 3.9165 0.5829 0.044 0.093 -0.009
H -6.9118 -1.1883 -1.3457 -0.015 -0.127 0.059
N 7.3858 1.4290 0.0122 -0.228 0.042 0.066
C -7.4559 -0.3548 -0.9039 0.657 -0.519 0.132
S 0.7033 -0.6047 -1.5563 -0.553 -0.355 -0.193
H -9.4004 0.9184 0.8563 -0.272 0.176 -0.143
S 0.4133 1.0946 0.8784 -0.110 0.357 -0.128
B -6.3400 2.5354 -2.4241 -0.518 0.310 0.319
H 3.0313 1.8037 -2.4336 0.181 -0.355 0.074
N 15.2855 -4.9289 -2.5037 -0.088 0.012 0.057
H -0.6119 -4.1441 0.7298 0.028 0.160 -0.240
C -5.5671 1.3338 -1.6598 0.224 -0.198 -0.530
C -3.6253 3.4927 1.6025 0.310 0.628 0.904
H 2.6162 -3.2233 2.0914 0.026 -0.054 -0.159
O 14.0247 -3.3894 -1.4137 0.089 -0.196 -0.095
O 2.7912 -6.0624 0.4252 0.325 -0.124 -0.357
H -3.5774 -2.7503 -0.2507 -0.174 -0.007 0.006
C 8.1568 1.8798 1.0523 0.222 0.060 -0.078
N -9.3907 4.1163 1.3693 0.063 -0.167 -0.070
H -1.2525 -2.6961 -0.7280 0.000 -0.054 -0.016
H -10.5355 1.1924 -1.4932 0.199 -0.232 0.384
H 1.8433 -3.3791 3.6680 0.262 0.137 0.074
C 0.8896 -4.5915 2.1858 0.474 0.098 -1.134
H 3.2595 -8.2652 -0.6162 -0.003 -0.017 0.029
C -3.0061 3.7684 2.9996 -0.155 0.153 -0.376
O -7.2167 1.9230 -0.1681 -0.182 0.167 0.353
H -1.9182 -1.1023 -0.8986 -0.011 0.188 -0.038
H 0.8277 -1.8019 2.1089 -0.077 0.043 0.104
H 16.4288 -2.8596 -3.4248 0.015 -0.040 -0.002
O -3.6666 0.1105 -4.6943 -0.390 0.015 -0.227
H 0.8434 3.4632 -1.1573 0.173 0.134 0.337
H -4.2628 5.4016 3.1200 -0.258 -0.041 0.055
H 2.4904 1.5186 -0.7744 -0.015 -0.006 0.099
H 9.8985 1.0857 0.2159 0.183 -0.088 0.095
S -10.7214 -0.0462 -0.9797 -0.182 0.063 -0.181
```
Positions in Å, forces in eV/Å.

The total energy is -4451.8381 Eh. Its total charge is +1.

These are the Löwdin partial charges, in e, on atoms 1 to 8:
1 C -0.663
2 N 0.158
3 H 0.116
4 H 0.068
5 N 0.007
6 H 0.084
7 H 0.102
8 H 0.098